# 1
{"formula": "C4H14N3", "method": "ωB97M-V/def2-TZVPD", "elements": ["N", "N", "N", "H", "H", "H", "H", "C", "H", "H", "C", "H", "C", "H", "H", "C", "H", "H", "H", "H", "H"], "xyz": [[2.109033, -1.993451, 1.199516], [-1.738178, 2.030070, -0.654572], [0.160217, 0.358374, 0.170346], [0.995552, 0.651491, 0.628457], [0.971072, -0.708142, 2.375211], [2.557489, -2.558117, 1.857402], [-1.740570, 0.035725, -1.424700], [-1.197891, 1.017477, -1.679401], [0.794099, 1.774539, -1.141090], [-1.153197, -1.289209, 0.554231], [0.772972, -1.476096, 1.663385], [0.901852, 0.074128, -1.850605], [-0.084116, -1.076521, 0.461142], [0.386349, -1.838098, -0.407475], [0.245910, -2.416887, 2.131338], [0.250848, 0.740962, -1.225145], [2.841556, -1.299885, 1.097292], [-2.606737, 2.613435, -0.992540], [-2.078973, 1.426863, 0.146000], [-1.403421, 1.238528, -2.659011], [-0.983870, 2.694813, -0.249780]], "forces_ev_per_angstrom": [[-0.78, 1.10, -1.18], [-1.59, 1.04, 0.46], [-0.50, -0.92, -0.28], [0.52, 0.03, 0.38], [-0.69, 0.73, 0.76], [0.12, -1.55, 1.45], [0.43, 1.52, -0.58], [0.40, -2.80, 3.43], [-0.74, -1.62, -0.77], [0.19, 0.05, 0.22], [0.15, -3.48, -0.13], [-1.04, 0.43, 0.20], [2.07, -1.30, -1.90], [-1.43, 2.12, 1.87], [1.04, 2.02, -0.48], [1.16, 2.36, 0.26], [-0.48, 0.70, -0.35], [2.18, -1.33, 0.60], [0.70, 1.13, -0.79], [-0.27, 1.14, -2.22], [-1.45, -1.39, -0.96]], "total_charge": 1, "total_energy_ev": -8837.2387, "homo_energy_ev": -12.4, "multiplicity": 1, "e_above_lowest_kcal_mol": 64.2, "smiles": "NCCNCC[NH3+]"}

# 2
{"formula": "C21H21F3N2O2", "method": "ωB97M-V/def2-TZVPD", "elements": ["C", "C", "O", "C", "H", "H", "C", "N", "H", "C", "H", "C", "H", "H", "H", "F", "C", "H", "H", "H", "H", "F", "C", "H", "C", "C", "H", "H", "O", "H", "C", "H", "N", "C", "H", "C", "C", "C", "C", "C", "C", "F", "H", "C", "H", "H", "H", "C", "C"], "xyz": [[-0.814394, -0.670575, -0.739411], [0.552105, 1.170207, 0.288555], [2.567593, -1.657614, -0.568431], [-3.112799, 1.325548, 1.322387], [2.857903, 1.097314, 2.003923], [-0.786972, -0.204542, 1.314289], [-2.015552, 1.332395, 0.249219], [0.480856, -1.358228, -0.813562], [-0.250868, 3.145470, 1.157233], [0.490029, 2.278229, 1.427821], [3.444139, -0.384656, 1.350932], [3.000380, 0.517550, 1.041543], [0.771695, -1.841516, -1.662060], [-3.247825, -0.811166, -1.646601], [-5.005089, -3.785192, 0.762930], [-6.160947, -0.936237, -0.949123], [-2.966292, -3.291009, 1.236670], [-2.743560, 1.914337, 2.124995], [0.581053, 1.673556, -0.691875], [-0.903204, -2.503279, 1.347700], [1.397322, 2.712609, 1.497004], [-6.595701, -3.039238, -0.762034], [-3.207586, -1.604782, -0.936577], [0.219617, 1.886082, 2.395317], [-1.899685, -1.721837, -0.371913], [6.011102, 1.964080, -1.690631], [-4.095943, 1.699915, 0.884594], [5.399621, -0.291192, 0.794329], [-2.154658, 2.059509, -0.714487], [-1.078290, -0.190200, -1.652262], [-5.707663, -2.157780, -1.216286], [-2.940442, -4.043698, 2.004975], [1.662673, 0.196294, 0.524110], [-4.336631, -2.316580, -0.507618], [4.530150, 3.139784, -2.503666], [5.217654, 0.646431, 0.229924], [-1.777398, -2.574639, 0.755744], [-4.158683, -3.210973, 0.509538], [1.647138, -0.977294, -0.142348], [4.751729, 2.488007, -1.691096], [3.636571, 2.075835, -0.872252], [-5.852291, -2.241929, -2.576827], [7.309244, 0.736762, -0.611776], [6.251803, 1.013058, -0.659025], [6.711772, 2.237129, -2.442276], [2.641471, 2.599497, -1.018725], [-3.466871, 0.387846, 1.734080], [3.898167, 1.110013, 0.125825], [-0.752444, 0.406694, 0.357225]], "forces_ev_per_angstrom": [[0.03, -1.87, 0.98], [-0.34, 0.81, 1.69], [2.02, 0.18, 1.99], [-1.43, -0.27, -1.58], [0.22, -0.29, -1.05], [0.06, 1.13, -0.70], [-0.50, -0.41, -0.46], [-1.12, 1.19, 0.65], [1.22, -1.82, 0.30], [-3.21, -0.32, -2.09], [0.17, -1.32, 0.47], [-3.28, 0.75, 2.68], [-0.58, 0.08, 0.47], [-0.60, 0.28, -0.85], [-0.67, -0.80, 0.62], [-0.32, 0.87, 0.52], [1.70, 0.76, -2.20], [0.04, 0.78, 0.88], [0.43, -0.23, 0.22], [0.92, -0.50, 0.40], [3.09, 1.60, 0.37], [-0.14, -0.40, 0.62], [1.21, 0.23, 0.52], [-0.16, -0.39, 0.23], [-2.02, 0.04, 1.07], [-0.95, -1.43, 2.46], [1.60, 0.27, 0.44], [-0.07, 1.01, 0.16], [0.52, -0.51, 0.49], [-0.14, 0.31, -1.00], [0.05, 0.20, -0.35], [0.38, 0.18, 0.42], [-0.08, 0.28, 0.65], [0.93, 0.39, -2.25], [-0.35, 0.75, -0.36], [1.50, -1.22, -1.37], [-3.17, 0.05, -0.22], [0.54, 0.15, 0.76], [-1.30, -0.63, -4.25], [-2.47, -0.25, -0.27], [1.10, 0.61, 0.12], [1.42, -0.28, 0.64], [-0.59, -0.80, 0.50], [0.07, 1.42, -0.54], [0.61, 0.16, -0.22], [1.35, -0.92, 0.22], [0.83, -0.69, 0.02], [2.47, 2.10, -2.71], [-0.99, -1.22, 0.95]], "total_energy_ev": -37344.4161, "homo_energy_ev": -9.2, "multiplicity": 1, "e_above_lowest_kcal_mol": 83.6, "smiles": "CC(=O)[C@@H]1[C@@H](C)N(Cc2ccccc2)C(=O)N[C@H]1c1cccc(C(F)(F)F)c1"}

# 3
{"formula": "C3H11N5", "method": "ωB97M-V/def2-TZVPD", "elements": ["N", "C", "H", "H", "H", "N", "C", "H", "H", "C", "N", "H", "H", "N", "H", "H", "N", "H", "H"], "xyz": [[0.290327, -2.115675, -1.344450], [0.278813, 0.896598, 0.697394], [2.377712, -0.027036, 1.398937], [-1.697350, 0.506230, 1.559712], [0.519431, 1.879569, 0.334915], [-1.429059, -0.639603, -0.181901], [-0.043063, -1.133127, -0.527828], [0.615735, 0.931630, 1.783917], [-1.893484, 1.080260, -1.159263], [-1.289564, 0.598923, 0.584989], [2.132853, -0.602405, 0.437510], [2.087764, -1.642213, 0.593072], [-2.989255, 1.603524, 0.000903], [-2.021010, 1.583934, -0.295698], [1.304097, -2.423171, -1.343434], [-1.529915, 2.501975, -0.438068], [0.852405, -0.125284, -0.085314], [-0.465354, -2.477709, -1.848875], [2.898917, -0.396422, -0.166518]], "forces_ev_per_angstrom": [[2.84, 1.30, 2.29], [-2.10, 1.11, 2.01], [-0.75, -2.06, -2.44], [-0.91, 0.31, 0.69], [0.23, 0.48, -0.48], [5.67, -2.73, -1.22], [-6.32, 4.47, 1.55], [-0.46, -0.52, -1.10], [-0.83, -0.20, -1.07], [2.70, -1.42, -1.09], [-0.60, 0.76, 3.05], [0.31, 1.03, 0.40], [-0.48, 0.58, -0.31], [1.84, 0.79, 0.50], [-2.22, 0.04, -0.89], [-1.11, -0.54, 0.67], [2.22, -2.17, -0.50], [-0.88, -1.50, -1.00], [0.85, 0.29, -1.06]], "total_charge": 2, "total_energy_ev": -10719.9504, "homo_energy_ev": -17.2, "multiplicity": 1, "e_above_lowest_kcal_mol": 25.3, "smiles": "NC1=N[C@H]([NH3+])CN1[NH3+]"}

# 4
{"formula": "C13H24BBr2IN3O5S", "method": "ωB97M-V/def2-TZVPD", "elements": ["C", "C", "H", "N", "O", "H", "C", "H", "N", "B", "O", "C", "C", "H", "H", "H", "Br", "H", "H", "H", "C", "C", "C", "C", "H", "H", "H", "C", "H", "H", "H", "H", "C", "H", "H", "S", "O", "H", "H", "I", "H", "H", "Br", "H", "O", "C", "C", "H", "O", "N"], "xyz": [[-4.484087, -2.158006, 0.516901], [-2.544185, -0.871852, -0.186382], [0.393093, -1.699538, 3.281128], [-1.693739, -0.246086, -1.238057], [3.990729, 3.525923, -2.033115], [0.079430, 1.149504, -0.969556], [-3.637218, -3.141731, -2.582769], [-1.056515, -0.981187, -1.590116], [-3.632604, -1.572948, -0.526533], [0.159697, 0.301330, 2.160993], [-2.762099, -3.907022, -2.163775], [1.049598, -0.788167, 3.011233], [-4.113133, -3.172420, 1.417044], [-2.081300, -3.597261, 0.427331], [5.471740, 0.457398, -1.219856], [-0.029755, -1.167403, 0.364223], [-6.324767, -1.394693, 0.687920], [4.986633, 1.085097, -2.820792], [2.834638, 4.841300, 0.122845], [2.928893, 5.011420, -2.927344], [2.972780, 5.377487, -0.818680], [5.288799, 1.355409, -1.809856], [-2.667575, -3.827712, 1.371178], [-0.572766, -0.262129, 0.821837], [-1.959782, -1.330693, 1.820233], [2.202214, 6.148455, -0.884969], [-1.554269, 1.468313, -0.051189], [2.886571, 4.432408, -2.002349], [3.953367, 5.856754, -0.776610], [6.180362, 1.980796, -1.823864], [-3.714166, -0.913478, -2.639058], [0.051483, 1.589289, 3.632805], [2.249322, -1.394554, 2.092585], [-2.085663, -3.388692, 2.266911], [1.429991, -0.367300, 3.995912], [3.972742, 2.253482, -1.039342], [0.053441, 1.646228, 2.649073], [1.833213, -2.217690, 1.406708], [-2.744396, -4.949845, 1.600047], [-4.719649, -3.690876, -4.421723], [3.092596, -1.828608, 2.739600], [-5.202348, -1.711416, -1.948479], [-5.357774, -3.844402, 2.811991], [2.664803, -0.526928, 1.483493], [4.407451, 2.675674, 0.263738], [-4.054158, -1.746159, -1.938113], [-0.810979, 0.693067, -0.430162], [1.937796, 3.888014, -2.005626], [2.741463, 1.527191, -1.230602], [-2.009914, -0.565745, 1.133188]], "forces_ev_per_angstrom": [[-0.70, -1.63, 2.27], [1.96, 0.65, 0.02], [0.79, 1.29, -0.20], [-0.90, -0.80, 1.95], [0.22, -1.05, 0.27], [-1.23, -0.98, 0.58], [2.32, -1.85, 1.01], [-0.68, 0.13, -0.20], [0.62, 0.24, 1.18], [1.04, 0.69, 1.66], [-2.96, 3.03, -0.97], [-0.41, -0.87, -0.13], [0.47, 1.18, -1.89], [-1.02, -0.46, 1.01], [-0.10, 0.11, 0.06], [-0.71, 0.91, 1.05], [1.94, -0.44, -0.59], [0.00, 0.06, 0.09], [-0.01, 0.05, -0.07], [0.23, -0.30, -0.03], [0.04, -0.12, 0.32], [-0.04, 0.04, -0.13], [-0.48, 0.19, 1.38], [1.13, 1.90, -1.43], [-1.27, 0.27, -0.43], [0.05, -0.05, -0.09], [1.37, -0.45, -0.65], [-0.66, 0.83, 0.20], [-0.11, 0.00, -0.09], [-0.11, 0.00, 0.04], [-0.13, -1.04, 1.22], [0.51, 0.35, -0.95], [-0.26, 0.46, 0.32], [-0.79, -0.69, -1.22], [-0.31, -0.48, -1.27], [0.82, 0.59, -0.57], [-0.76, -2.80, -0.43], [0.77, 1.30, 0.96], [0.12, 1.70, -0.66], [0.47, 0.55, 1.04], [-1.37, 0.63, -1.00], [1.66, -0.10, 0.07], [1.56, 0.77, -1.60], [-0.27, -1.34, 0.55], [-0.62, -0.37, -0.37], [-1.44, -0.24, -1.20], [-0.99, -0.10, 1.53], [0.16, -0.13, 0.01], [0.00, 0.27, 0.41], [0.09, -1.90, -3.02]], "total_charge": 1, "total_energy_ev": -188266.7977, "homo_energy_ev": -12.7, "multiplicity": 1}

Values of largest force on an atom, in order: 4.44, 4.49, 7.89, 4.34, all in eV Å⁻¹.
Values of E_LUMO, in order: -3.591, 0.414, -7.842, -3.840, all in eV.